# 1
Density functional theory data (ωB97M-V/def2-TZVPD) for a structure of composition C36H54N6NaO2PSSe.

Calculated total energy ... -5186.5205 Ha
Multiplicity ... 1
HOMO level ... 0.55 eV
Total charge ... -2
E_LUMO ... 3.7754 eV
Orbital gap ... 3.223 eV

Cartesian coordinates (Å):
Na -0.44 -0.78 -0.19
C -0.88 2.44 3.23
C -1.26 3.63 2.62
C -1.49 3.65 1.26
C -1.34 2.46 0.54
N -0.98 1.33 1.13
C -0.76 1.30 2.44
C -1.55 2.39 -0.94
C -1.43 3.50 -1.76
C -1.62 3.33 -3.13
C -1.90 2.07 -3.61
C -1.96 1.00 -2.72
N -1.81 1.17 -1.41
H -0.68 2.39 4.29
H -1.37 4.54 3.21
H -1.80 4.56 0.76
H -0.47 0.32 2.81
H -1.14 4.46 -1.36
H -1.51 4.18 -3.80
H -2.03 1.89 -4.67
H -2.07 -0.02 -3.06
N -0.15 -1.69 2.00
P -0.05 -3.03 2.69
N 0.34 -4.38 1.76
C 0.77 -5.63 2.37
C 0.69 -6.78 1.37
C 1.54 -6.51 0.12
C 1.44 -5.03 -0.32
C 0.23 -4.36 0.30
N -1.41 -3.68 3.55
C -2.40 -4.31 2.68
C -3.72 -4.53 3.43
C -3.45 -4.76 4.91
C -2.85 -3.48 5.51
C -2.04 -2.72 4.46
N 1.07 -3.11 3.99
C 1.06 -3.95 5.16
C 1.06 -3.09 6.45
C 1.71 -1.73 6.17
C 2.86 -1.91 5.19
C 2.29 -2.35 3.83
H 0.13 -5.87 3.23
H 1.80 -5.55 2.76
H -0.35 -6.91 1.07
H 1.00 -7.71 1.86
H 1.22 -7.17 -0.69
H 2.59 -6.77 0.33
H 1.39 -4.93 -1.41
H 2.33 -4.48 0.01
H -0.69 -4.86 -0.04
H 0.16 -3.34 -0.05
H -2.00 -5.27 2.34
H -2.59 -3.70 1.78
H -4.26 -5.38 2.98
H -4.38 -3.66 3.32
H -2.73 -5.58 5.01
H -4.36 -5.06 5.44
H -2.22 -3.74 6.37
H -3.65 -2.84 5.89
H -1.26 -2.12 4.92
H -2.68 -2.02 3.90
H 1.95 -4.61 5.17
H 0.19 -4.59 5.14
H 1.60 -3.61 7.24
H 0.03 -2.95 6.80
H 2.04 -1.26 7.10
H 0.97 -1.05 5.72
H 3.54 -2.67 5.58
H 3.44 -0.99 5.07
H 3.06 -2.92 3.27
H 2.04 -1.47 3.22
C 2.59 -1.59 0.15
C 2.76 -0.14 0.45
C 4.05 0.28 1.13
O 1.91 0.69 0.19
H 1.94 -1.99 0.95
H 3.54 -2.12 0.15
H 2.04 -1.75 -0.79
H 4.87 0.16 0.42
H 4.25 -0.38 1.98
H 3.98 1.31 1.46
C 6.98 -0.60 -1.99
C 5.67 0.07 -2.34
C 5.59 1.45 -2.51
C 4.37 2.06 -2.80
C 3.24 1.28 -2.93
C 3.28 -0.10 -2.77
C 4.51 -0.69 -2.48
S 1.68 2.11 -3.27
C 1.23 1.11 -4.69
O 2.06 3.48 -3.78
H 7.80 0.12 -2.00
H 7.21 -1.40 -2.70
H 6.93 -1.05 -1.00
H 6.48 2.05 -2.40
H 4.29 3.13 -2.95
H 2.37 -0.72 -2.83
H 4.54 -1.77 -2.35
H 0.45 1.67 -5.20
H 0.82 0.16 -4.30
H 2.10 0.97 -5.34
Se 0.07 -1.84 -2.79

=====

# 2
Density functional theory data (ωB97M-V/def2-TZVPD) for a cluster of 9 separate species, C36H54O27 in total.

Calculated total energy ... -3435.2214 Ha
Multiplicity ... 1
HOMO level ... -9.61 eV
E_LUMO ... -0.5006 eV
SMILES string ... C[C@H]1COC(=O)O1.C[C@H]1COC(=O)O1.C[C@H]1COC(=O)O1.C[C@H]1COC(=O)O1.C[C@H]1COC(=O)O1.C[C@H]1COC(=O)O1.C[C@H]1COC(=O)O1.C[C@H]1COC(=O)O1.C[C@H]1COC(=O)O1
Orbital gap ... 9.110 eV

Cartesian coordinates (Å):
C 0.67 0.97 -0.08
C -0.40 0.66 1.04
C -1.08 1.93 1.69
O -2.43 1.56 1.64
C -2.58 0.46 1.06
O -3.65 -0.15 1.00
O -1.47 0.01 0.56
H 1.51 1.46 0.19
H 0.07 1.36 -0.81
H 1.10 0.05 -0.52
H -0.13 0.19 1.87
H -1.11 2.75 0.97
H -0.67 2.40 2.62
C 3.22 -2.05 -1.66
C 3.10 -2.38 -3.10
C 3.59 -3.81 -3.46
O 2.44 -4.43 -3.66
C 1.35 -3.63 -3.62
O 0.26 -4.14 -3.87
O 1.68 -2.44 -3.37
H 2.72 -1.05 -1.44
H 4.16 -1.85 -1.52
H 2.78 -2.68 -1.19
H 3.56 -1.61 -3.65
H 4.13 -4.43 -2.66
H 4.06 -3.81 -4.41
C -1.42 5.63 -0.61
C -0.93 7.08 -0.94
C -1.35 7.41 -2.42
O -2.48 8.16 -2.14
C -2.39 8.61 -0.90
O -3.19 9.53 -0.47
O -1.59 8.02 -0.19
H -1.35 5.24 0.49
H -0.96 4.87 -1.26
H -2.40 5.57 -0.68
H 0.12 7.21 -0.79
H -1.54 6.66 -2.93
H -0.66 8.08 -2.83
C 0.26 0.60 -4.37
C -1.05 -0.12 -4.81
C -1.37 -1.20 -3.72
O -2.68 -0.80 -3.37
C -3.01 0.33 -3.76
O -4.16 0.84 -3.55
O -2.08 0.81 -4.50
H 1.15 -0.21 -4.08
H -0.03 1.44 -3.64
H 0.76 1.12 -5.13
H -1.34 -0.56 -5.83
H -0.67 -1.26 -3.09
H -1.50 -2.20 -4.31
C 3.30 5.00 1.09
C 3.63 3.64 0.49
C 4.10 3.77 -0.99
O 5.15 2.74 -0.94
C 5.57 2.48 0.28
O 6.60 1.88 0.55
O 4.68 2.97 1.13
H 2.90 4.87 2.19
H 2.28 5.45 0.69
H 4.26 5.66 1.11
H 2.85 2.95 0.38
H 4.62 4.53 -1.38
H 3.30 3.55 -1.86
C 1.58 -3.77 5.34
C 2.44 -3.70 4.03
C 2.15 -4.83 2.94
O 1.93 -4.18 1.82
C 1.67 -2.87 2.13
O 1.44 -2.15 1.19
O 1.82 -2.56 3.34
H 0.56 -3.59 5.57
H 1.87 -3.10 5.97
H 1.83 -4.85 5.80
H 3.47 -3.36 4.21
H 1.34 -5.42 3.09
H 3.09 -5.40 2.77
C -7.30 -0.75 -3.42
C -6.45 -1.69 -2.53
C -6.00 -0.95 -1.33
O -6.11 -1.96 -0.30
C -6.85 -2.98 -0.71
O -7.20 -3.92 0.03
O -7.09 -2.81 -1.99
H -6.80 0.09 -3.61
H -8.39 -0.60 -3.13
H -7.46 -1.27 -4.33
H -5.58 -1.84 -3.09
H -6.76 -0.08 -1.09
H -5.17 -0.28 -1.40
C -2.19 -3.66 2.93
C -2.92 -3.48 1.63
C -1.99 -3.35 0.48
O -2.13 -4.51 -0.21
C -3.03 -5.22 0.22
O -3.25 -6.38 -0.11
O -3.57 -4.71 1.29
H -1.29 -4.21 2.92
H -2.78 -4.08 3.51
H -1.57 -2.80 3.34
H -3.66 -2.65 1.63
H -1.04 -3.00 0.64
H -2.42 -2.48 -0.20
C 2.69 0.33 5.42
C 3.69 0.78 4.39
C 5.05 -0.06 4.18
O 5.09 -0.25 2.77
C 3.96 0.22 2.24
O 3.79 0.16 1.02
O 3.15 0.81 3.14
H 2.16 -0.68 4.92
H 1.94 1.16 5.66
H 3.07 0.14 6.47
H 3.97 1.85 4.59
H 4.99 -0.99 4.68
H 5.99 0.20 4.69

=====

# 3
Density functional theory data (ωB97M-V/def2-TZVPD) for a structure of composition C36H55Cl5FN7O7P2Ti.

Calculated total energy ... -6247.8843 Ha
Multiplicity ... 1
HOMO level ... -3.64 eV
E_LUMO ... -0.9572 eV
Orbital gap ... 2.686 eV

Cartesian coordinates (Å):
Ti 1.22 0.81 0.01
C -5.02 -1.13 4.14
C -4.52 0.24 3.69
N -3.54 0.17 2.64
C -2.20 0.05 3.00
C -1.19 0.26 2.15
C 0.20 0.04 2.65
O 0.42 -0.24 3.82
O 1.16 0.14 1.77
C -1.49 0.68 0.79
O -0.49 0.94 -0.08
C -2.82 0.76 0.38
C -3.20 1.17 -0.93
C -4.53 1.16 -1.30
F -4.86 1.55 -2.56
C -5.55 0.73 -0.48
C -5.18 0.35 0.85
C -3.88 0.43 1.29
N -6.89 0.69 -0.96
C -7.97 0.95 -0.07
C -8.52 -0.34 0.57
N -8.89 -1.27 -0.55
C -7.69 -1.59 -1.40
C -7.20 -0.26 -1.99
H -5.75 -1.03 4.94
H -4.18 -1.73 4.50
H -5.48 -1.67 3.30
H -4.07 0.75 4.55
H -5.35 0.86 3.35
H -2.01 -0.23 4.03
H -2.45 1.51 -1.62
H -5.96 0.03 1.54
H -8.80 1.44 -0.60
H -7.64 1.61 0.73
H -9.41 -0.15 1.17
H -7.76 -0.83 1.17
H -9.57 -0.79 -1.14
H -9.32 -2.12 -0.19
H -7.99 -2.30 -2.17
H -6.92 -2.02 -0.76
H -7.99 0.14 -2.66
H -6.32 -0.45 -2.59
C 6.76 -1.36 -0.81
N 5.78 -0.36 -0.40
C 6.35 0.96 -0.16
P 4.43 -0.69 0.49
O 3.37 0.30 0.27
O 4.01 -2.15 -0.08
P 2.54 -2.55 -0.68
O 1.49 -1.60 -0.30
N 2.24 -4.05 -0.06
C 1.36 -4.19 1.09
C 3.24 -5.09 -0.21
N 2.92 -2.86 -2.25
C 1.92 -3.54 -3.07
C 3.89 -2.08 -3.02
N 4.85 -0.90 2.08
C 3.80 -0.81 3.09
C 5.87 -1.88 2.39
H 7.63 -1.38 -0.15
H 7.11 -1.13 -1.82
H 6.30 -2.35 -0.82
H 7.15 0.93 0.59
H 5.57 1.63 0.20
H 6.75 1.36 -1.09
H 0.74 -3.29 1.18
H 1.92 -4.32 2.02
H 0.70 -5.05 0.95
H 3.88 -4.86 -1.06
H 2.75 -6.05 -0.39
H 3.86 -5.18 0.68
H 2.39 -4.35 -3.63
H 1.45 -2.86 -3.77
H 1.15 -3.96 -2.43
H 4.57 -2.76 -3.55
H 4.48 -1.44 -2.36
H 3.39 -1.45 -3.75
H 3.04 -0.09 2.79
H 4.24 -0.50 4.04
H 3.30 -1.77 3.25
H 6.74 -1.76 1.74
H 5.51 -2.91 2.30
H 6.20 -1.72 3.42
C 2.77 3.06 2.61
O 2.69 2.79 1.24
H 3.80 2.87 2.93
H 2.10 2.41 3.19
H 2.53 4.11 2.84
C 0.45 3.89 -1.45
C 0.97 4.12 -0.02
C 2.15 5.09 -0.08
C -0.17 4.79 0.76
C 1.34 2.79 0.71
H -0.06 4.78 -1.82
H -0.25 3.05 -1.47
H 1.27 3.68 -2.14
H 1.88 5.96 -0.68
H 3.02 4.62 -0.54
H 2.43 5.42 0.92
H -0.45 5.74 0.30
H 0.13 4.99 1.79
H -1.05 4.15 0.78
H 0.67 2.72 1.58
Cl 3.56 2.39 -1.95
C 2.47 1.40 -2.86
C 1.46 0.71 -2.17
C 0.59 -0.01 -3.02
Cl -0.69 -0.97 -2.36
C 0.70 0.00 -4.41
Cl -0.42 -0.88 -5.39
C 1.72 0.71 -5.03
Cl 1.88 0.71 -6.74
C 2.61 1.42 -4.24
Cl 3.88 2.32 -4.98

=====

Q: Among the records above, which one has the lowest E_LUMO?
A: C36H55Cl5FN7O7P2Ti